{"formula": "C2H4O2P", "method": "the ωB97M-V functional and the def2-TZVPD basis", "elements": ["C", "C", "O", "O", "P", "H", "H", "H", "H"], "positions_angstrom": [[2.2724, 0.0851, 0.0174], [1.1326, -0.2519, 0.6119], [-2.8000, -1.3142, 0.1915], [-2.5458, 1.2202, 0.2240], [-2.2188, -0.0903, -0.3372], [3.1872, 0.6933, 0.5531], [2.3129, 0.4969, -1.0160], [0.8993, -0.6550, 1.5752], [-2.2399, -0.1841, -1.8200]], "mulliken_charge": [-0.46, -0.44, -0.56, -0.54, 0.49, 0.13, 0.13, 0.21, 0.03], "orbital_gap_ev": [8.13, 5.70], "max_force_ev_per_a": 3.49, "relative_energy_kcal_mol": 87.17, "lumo_ev": [4.4, 3.6], "total_charge": -1}